{"formula": "C8H8N2O4S", "method": "ωB97M-V/def2-TZVPD", "species": ["C", "C", "C", "C", "C", "C", "C", "C", "N", "N", "O", "O", "O", "O", "S", "H", "H", "H", "H", "H", "H", "H", "H"], "coordinates": [[1.992, -1.066, 0.623], [1.642, 0.257, 0.548], [1.100, -2.076, 1.069], [0.390, 0.612, 0.776], [-0.181, -1.696, 1.350], [-0.591, -0.386, 1.127], [-2.185, 1.306, -1.338], [-2.712, 1.065, 0.087], [-3.446, -1.997, -0.672], [-3.944, 1.556, 0.352], [-4.085, -2.729, -1.405], [-4.621, 2.035, -0.553], [-3.167, -2.114, 0.467], [-4.381, 1.479, 1.509], [-2.246, 0.010, 1.346], [2.971, -1.331, 0.503], [2.174, 1.091, 0.209], [1.477, -3.019, 1.204], [-0.040, 1.602, 0.593], [-0.916, -2.587, 1.442], [-2.469, 2.257, -1.724], [-1.059, 1.197, -1.342], [-2.427, 0.474, -1.972]], "charge": 0, "e_homo_ev": [-7.954, -9.421], "homo_lumo_gap_ev": [5.5090, 7.6853]}

{"formula": "C4H9N", "method": "ωB97M-V/def2-TZVPD", "species": ["C", "C", "N", "C", "C", "H", "H", "H", "H", "H", "H", "H", "H", "H"], "coordinates": [[-1.879, 0.258, -0.159], [-0.689, -0.643, 0.086], [0.491, -0.144, -0.609], [1.243, 0.884, 0.069], [1.787, -0.496, -0.080], [-2.769, -0.123, 0.350], [-1.670, 1.273, 0.173], [-2.088, 0.297, -1.233], [-0.485, -0.712, 1.170], [-0.859, -1.655, -0.275], [1.618, 1.714, -0.538], [0.925, 1.183, 1.062], [1.829, -1.123, 0.811], [2.545, -0.712, -0.828]], "smiles": "CCN1CC1", "charge": 0, "e_homo_ev": -9.083, "homo_lumo_gap_ev": 10.3791}

{"formula": "C16H17Br3F6N2O5PS6SbTi", "method": "ωB97M-V/def2-TZVPD", "species": ["Ti", "Br", "C", "Br", "H", "H", "S", "Sb", "S", "S", "S", "O", "C", "C", "C", "N", "C", "Br", "C", "H", "H", "H", "H", "C", "P", "C", "C", "C", "C", "C", "C", "C", "H", "H", "H", "H", "H", "H", "H", "H", "H", "H", "H", "F", "C", "F", "F", "S", "O", "O", "N", "S", "O", "O", "C", "F", "F", "F"], "coordinates": [[-0.472, -0.431, -0.492], [4.497, 3.106, 2.091], [4.462, 1.242, 2.606], [4.083, 0.027, 1.172], [3.680, 1.136, 3.345], [5.439, 1.002, 3.001], [3.430, -3.330, 0.206], [1.248, -3.339, -0.194], [0.755, -1.702, -1.937], [-0.009, -1.730, 1.244], [-0.127, -5.096, -0.402], [-5.803, -3.123, -2.599], [-4.646, -2.559, -2.223], [-3.576, -3.273, -1.697], [-2.438, -2.587, -1.350], [-2.300, -1.253, -1.479], [-3.340, -0.594, -1.991], [-3.194, 1.272, -2.220], [-4.520, -1.183, -2.382], [-5.780, -4.075, -2.444], [-3.606, -4.346, -1.558], [-1.597, -3.145, -0.955], [-5.326, -0.598, -2.798], [0.049, 0.809, -4.155], [0.422, 1.286, -2.436], [-0.084, 3.041, -2.403], [2.236, 1.404, -2.401], [3.027, 0.485, -3.092], [4.409, 0.579, -3.051], [5.018, 1.592, -2.326], [4.241, 2.510, -1.637], [2.858, 2.413, -1.669], [0.343, -0.223, -4.333], [0.578, 1.463, -4.849], [-1.025, 0.894, -4.318], [0.569, 3.625, -3.052], [-0.035, 3.440, -1.392], [-1.108, 3.131, -2.758], [2.571, -0.313, -3.662], [5.008, -0.146, -3.585], [6.097, 1.661, -2.289], [4.708, 3.291, -1.055], [2.270, 3.132, -1.115], [0.326, 4.159, 2.811], [0.323, 3.565, 1.632], [-0.754, 3.944, 0.945], [1.411, 3.906, 0.953], [0.280, 1.735, 1.869], [0.336, 1.266, 0.461], [1.358, 1.412, 2.728], [-1.106, 1.482, 2.528], [-2.432, 1.213, 1.734], [-2.207, 0.351, 0.566], [-3.276, 2.339, 1.526], [-3.310, 0.114, 2.924], [-2.589, -0.958, 3.198], [-3.564, 0.783, 4.037], [-4.455, -0.255, 2.355]], "charge": 0, "e_homo_ev": -8.261, "homo_lumo_gap_ev": 6.6452}

{"formula": "C23H44MnNP3Se", "method": "ωB97M-V/def2-TZVPD", "species": ["Mn", "P", "P", "P", "H", "C", "C", "H", "C", "C", "C", "C", "C", "C", "C", "C", "C", "H", "H", "H", "H", "H", "H", "H", "H", "H", "H", "H", "H", "H", "H", "H", "H", "H", "H", "H", "H", "H", "H", "H", "H", "H", "H", "H", "H", "H", "C", "C", "C", "C", "C", "C", "Se", "H", "H", "H", "H", "H", "H", "C", "C", "C", "C", "N", "C", "C", "H", "H", "H", "H", "H", "H", "H"], "coordinates": [[0.061, -0.862, -0.211], [0.748, -2.895, -0.515], [0.798, 0.615, -2.164], [-0.500, -0.409, 2.239], [-1.667, 2.259, -1.081], [-1.570, 2.446, 0.000], [-0.483, 3.084, 0.477], [0.242, 3.522, -0.218], [-0.917, -3.399, -1.074], [1.920, -3.212, -1.819], [1.164, -3.742, 1.002], [0.689, 2.374, -2.700], [2.539, 0.293, -2.670], [-0.172, -0.205, -3.503], [-1.087, 1.032, 3.224], [0.759, -1.061, 3.407], [-1.905, -1.578, 2.461], [-2.252, 1.933, 0.688], [-0.400, 3.281, 1.552], [-0.867, -4.452, -1.396], [-1.290, -2.788, -1.916], [-1.676, -3.302, -0.276], [1.947, -4.300, -1.975], [2.902, -2.844, -1.502], [1.642, -2.701, -2.748], [1.360, -4.788, 0.739], [0.353, -3.680, 1.731], [2.052, -3.280, 1.433], [0.684, 2.461, -3.800], [1.550, 2.946, -2.325], [-0.212, 2.856, -2.312], [2.726, 0.529, -3.730], [2.829, -0.748, -2.482], [3.209, 0.927, -2.072], [-0.107, 0.365, -4.451], [-1.227, -0.258, -3.175], [0.184, -1.237, -3.667], [-1.514, 0.692, 4.183], [-1.850, 1.605, 2.684], [-0.249, 1.710, 3.447], [0.363, -1.103, 4.430], [1.625, -0.388, 3.414], [1.100, -2.058, 3.106], [-2.361, -1.454, 3.460], [-1.556, -2.618, 2.333], [-2.664, -1.364, 1.682], [-4.736, 0.447, -1.199], [-4.782, 1.854, -1.191], [-5.976, 2.542, -1.393], [-7.181, 1.844, -1.620], [-7.148, 0.430, -1.638], [-5.951, -0.251, -1.438], [-3.171, -0.454, -0.914], [1.521, -1.465, -0.117], [-3.873, 2.411, -1.020], [-5.982, 3.640, -1.382], [-8.132, 2.385, -1.794], [-8.078, -0.125, -1.808], [-5.927, -1.329, -1.451], [6.303, 1.393, 2.347], [4.936, 1.096, 1.822], [3.890, 2.021, 1.940], [2.611, 1.706, 1.438], [2.351, 0.524, 0.838], [3.369, -0.354, 0.725], [4.643, -0.107, 1.206], [6.731, 2.268, 1.847], [6.284, 1.578, 3.426], [6.951, 0.536, 2.158], [4.033, 2.978, 2.436], [1.784, 2.434, 1.535], [3.208, -1.322, 0.240], [5.400, -0.884, 1.099]], "charge": 3, "multiplicity": 5, "e_homo_ev": [-17.012, -16.862], "homo_lumo_gap_ev": [7.6704, 4.6678]}

{"formula": "C44H52GeN5PTi", "method": "ωB97M-V/def2-TZVPD", "species": ["Ti", "C", "N", "C", "C", "N", "C", "C", "C", "C", "C", "C", "N", "C", "N", "C", "C", "C", "C", "C", "C", "N", "H", "H", "H", "H", "H", "H", "H", "H", "H", "H", "H", "H", "H", "H", "H", "C", "C", "C", "P", "C", "C", "C", "C", "C", "C", "H", "H", "H", "H", "H", "H", "H", "H", "H", "H", "H", "H", "H", "H", "H", "H", "H", "H", "H", "H", "H", "C", "Ge", "C", "C", "C", "C", "C", "C", "C", "C", "C", "C", "C", "C", "C", "C", "C", "C", "C", "C", "H", "H", "H", "H", "H", "H", "H", "H", "H", "H", "H", "H", "H", "H", "H", "H"], "coordinates": [[-1.489, 0.212, -0.055], [-4.765, 0.428, -0.415], [-3.741, 1.389, -0.043], [-3.718, 2.660, -0.762], [-2.322, 3.042, -1.041], [-1.269, 2.329, -0.774], [-0.199, 3.083, -1.299], [1.178, 2.829, -1.251], [2.050, 3.791, -1.762], [1.543, 4.954, -2.390], [0.221, 5.238, -2.352], [-0.661, 4.291, -1.823], [-2.037, 4.238, -1.627], [-4.127, -0.778, -1.039], [-2.907, -1.220, -0.784], [-2.707, -2.343, -1.620], [-1.592, -3.120, -1.807], [-1.691, -4.104, -2.814], [-2.841, -4.194, -3.657], [-4.022, -3.422, -3.444], [-3.859, -2.514, -2.414], [-4.742, -1.493, -1.948], [-5.432, 0.821, -1.174], [-5.374, 0.204, 0.429], [-3.731, 1.532, 0.959], [-4.332, 3.463, -0.270], [-4.155, 2.523, -1.773], [1.486, 1.867, -0.821], [3.120, 3.609, -1.700], [2.267, 5.706, -2.810], [-0.162, 6.186, -2.775], [-2.658, 4.856, -2.056], [-0.776, -2.992, -1.202], [-0.844, -4.740, -3.051], [-2.796, -4.879, -4.491], [-4.858, -3.470, -4.107], [-5.603, -1.278, -2.393], [0.634, -0.541, 4.687], [0.293, -0.692, 3.194], [0.303, -2.194, 2.763], [-1.229, 0.222, 2.732], [-1.087, 1.963, 3.442], [-2.368, 2.767, 3.131], [0.064, 2.614, 2.722], [-2.520, -0.690, 3.782], [-2.819, -0.122, 5.173], [-3.854, -0.878, 2.964], [1.668, -0.827, 4.784], [0.011, -1.201, 5.334], [0.612, 0.463, 5.128], [1.052, -0.186, 2.615], [-0.562, -2.768, 3.157], [1.212, -2.653, 3.073], [0.248, -2.261, 1.667], [-0.957, 1.924, 4.550], [-2.368, 3.126, 2.126], [-2.304, 3.683, 3.716], [-3.287, 2.210, 3.483], [-0.180, 2.668, 1.653], [0.949, 1.992, 2.825], [0.260, 3.653, 2.970], [-2.094, -1.668, 3.973], [-3.420, 0.805, 5.081], [-1.964, 0.157, 5.789], [-3.388, -0.826, 5.772], [-4.293, 0.104, 2.707], [-4.573, -1.372, 3.666], [-3.725, -1.420, 2.028], [0.197, -0.426, -0.314], [2.060, -0.835, -0.783], [2.586, 0.235, -2.414], [3.976, 0.449, -2.609], [4.373, 0.910, -3.827], [3.504, 1.197, -4.892], [2.186, 0.868, -4.728], [1.724, 0.335, -3.531], [3.399, -0.337, 0.583], [4.494, -1.127, 0.758], [5.465, -0.716, 1.658], [5.333, 0.467, 2.415], [4.264, 1.319, 2.104], [3.305, 0.893, 1.232], [2.445, -2.625, -1.470], [2.717, -2.884, -2.830], [2.738, -4.153, -3.326], [2.814, -5.217, -2.411], [2.781, -4.936, -1.065], [2.549, -3.693, -0.567], [0.467, 0.470, 0.307], [4.733, 0.210, -1.813], [5.437, 1.138, -4.031], [3.882, 1.558, -5.837], [1.556, 0.895, -5.607], [0.664, 0.074, -3.433], [4.505, -2.123, 0.294], [6.388, -1.273, 1.730], [6.065, 0.691, 3.219], [4.270, 2.274, 2.573], [2.525, 1.527, 0.814], [2.703, -2.033, -3.479], [2.990, -4.324, -4.377], [2.814, -6.223, -2.800], [2.859, -5.757, -0.388], [2.462, -3.584, 0.516]], "charge": 1, "multiplicity": 2, "e_homo_ev": [-9.135, -9.550], "homo_lumo_gap_ev": [6.7983, 7.2137]}

{"formula": "C40H46IrN8P2S3", "method": "ωB97M-V/def2-TZVPD", "species": ["Ir", "C", "N", "P", "C", "C", "C", "C", "C", "C", "C", "C", "C", "C", "C", "C", "P", "C", "C", "C", "C", "C", "C", "C", "C", "C", "C", "C", "C", "H", "H", "H", "H", "H", "H", "H", "H", "H", "H", "H", "H", "H", "H", "H", "H", "H", "H", "H", "H", "H", "H", "H", "N", "N", "C", "N", "S", "H", "H", "H", "H", "H", "C", "C", "N", "C", "C", "S", "C", "C", "S", "C", "N", "C", "H", "H", "H", "H", "H", "H", "H", "H", "N", "C", "N", "C", "C", "C", "C", "C", "H", "H", "H", "H", "H", "H", "H", "H", "H", "H"], "coordinates": [[-0.058, -0.454, -0.209], [3.778, 1.663, -0.772], [2.436, 1.051, -0.714], [1.247, 1.438, 0.399], [0.718, 3.127, 0.192], [-0.264, 3.641, 1.044], [-0.662, 4.960, 0.923], [-0.083, 5.773, -0.049], [0.889, 5.265, -0.900], [1.291, 3.941, -0.785], [2.136, 1.394, 1.984], [2.996, 0.305, 2.212], [3.742, 0.229, 3.382], [3.655, 1.248, 4.327], [2.840, 2.348, 4.087], [2.085, 2.427, 2.918], [2.002, -0.455, -1.344], [3.233, -1.700, -0.990], [2.939, -2.865, -0.282], [3.931, -3.802, -0.032], [5.223, -3.575, -0.487], [5.521, -2.426, -1.212], [4.531, -1.496, -1.478], [1.992, -0.262, -3.119], [1.707, 0.985, -3.685], [1.708, 1.132, -5.061], [1.978, 0.037, -5.876], [2.258, -1.205, -5.317], [2.271, -1.358, -3.940], [3.771, 2.601, -0.221], [4.049, 1.867, -1.808], [4.521, 1.006, -0.321], [-0.728, 3.008, 1.795], [-1.418, 5.364, 1.583], [-0.390, 6.806, -0.138], [1.340, 5.902, -1.648], [2.048, 3.557, -1.456], [3.147, -0.456, 1.453], [4.412, -0.604, 3.542], [4.245, 1.198, 5.233], [2.800, 3.159, 4.803], [1.478, 3.305, 2.746], [1.926, -3.069, 0.037], [3.698, -4.712, 0.504], [5.999, -4.304, -0.293], [6.524, -2.264, -1.583], [4.768, -0.625, -2.078], [1.502, 1.840, -3.051], [1.516, 2.101, -5.503], [1.990, 0.158, -6.951], [2.492, -2.045, -5.957], [2.520, -2.320, -3.509], [-1.907, -2.608, 2.680], [-1.451, -1.549, 3.466], [-0.329, -0.930, 3.158], [0.192, -0.038, 3.958], [0.601, -1.484, 1.714], [-2.872, -2.432, 2.413], [-1.866, -3.467, 3.223], [-1.906, -1.347, 4.353], [-0.214, 0.170, 4.863], [1.072, 0.411, 3.732], [-1.799, 2.574, -1.566], [-1.474, 1.387, -2.401], [-0.925, 0.244, -2.010], [-0.990, -0.716, -3.015], [-1.485, -0.266, -4.188], [-1.955, 1.361, -4.029], [-0.727, -2.088, -2.626], [-0.713, -3.189, -3.412], [-0.561, -4.577, -2.448], [-0.491, -3.638, -1.035], [-0.591, -2.335, -1.266], [-0.417, -4.351, 0.271], [-1.831, 2.296, -0.519], [-2.779, 2.953, -1.858], [-1.082, 3.382, -1.704], [-1.655, -0.818, -5.099], [-0.803, -3.246, -4.485], [-0.210, -5.407, 0.106], [-1.374, -4.271, 0.781], [0.355, -3.961, 0.930], [-1.998, -0.153, 0.576], [-3.112, -0.106, 0.904], [-4.341, -0.077, 1.290], [-5.390, -0.870, 0.579], [-6.315, -1.510, 1.599], [-6.879, -0.469, 2.562], [-5.759, 0.299, 3.260], [-4.834, 0.953, 2.248], [-4.888, -1.604, -0.051], [-5.938, -0.178, -0.064], [-5.772, -2.283, 2.154], [-7.119, -2.015, 1.062], [-7.517, -0.951, 3.301], [-7.515, 0.231, 2.013], [-5.183, -0.378, 3.900], [-6.168, 1.077, 3.906], [-3.968, 1.425, 2.713], [-5.368, 1.709, 1.667]], "charge": 4, "multiplicity": 2, "e_homo_ev": [-18.410, -18.407], "homo_lumo_gap_ev": [7.5562, 4.6391]}

Listing energy above the lowest of the compared OMol25 structures with the same formula, charge and spin for the structures above in their given order: 189.4, 24.2, 25.7, 82.0, 37.6, 0.0 kcal per mole.